P | 17
Properties=species:S:1:pos:R:3:nbo_charge:R:1 method="wB97M-V/def2-TZVPD" smiles="C[P@@H](=O)CCC=C=O" total_charge=0
C 1.61 1.31 -0.75 -0.58
C 0.56 -0.69 0.50 -0.78
H 0.96 1.24 1.30 0.23
H -3.17 -1.55 -0.18 0.26
C -2.07 -1.73 -0.09 -1.02
H -1.68 -2.18 -0.92 0.24
P -1.17 -0.20 0.28 1.74
C 1.40 0.59 0.59 -0.38
O -1.68 0.61 1.41 -1.09
H 2.48 1.06 -1.32 0.26
C 1.08 2.41 -1.01 0.72
H 0.77 -1.30 1.30 0.25
H -1.75 -2.57 0.53 0.25
H -1.34 0.48 -1.00 -0.10
O 0.58 3.41 -1.31 -0.45
H 0.93 -1.33 -0.26 0.23
H 2.48 0.44 0.94 0.22

Q | 17
Properties=species:S:1:pos:R:3:nbo_charge:R:1 method="wB97M-V/def2-TZVPD" total_charge=0
H 0.02 -1.76 -1.73 0.21
H 2.02 -1.52 -0.86 0.22
P 0.23 3.41 0.25 0.49
H -1.26 -2.16 -0.57 0.21
C 1.67 -1.15 0.10 -0.63
H 1.35 -1.82 0.83 0.21
H -2.18 0.74 0.54 0.22
H 1.03 2.80 -0.65 0.06
C -1.27 0.90 1.05 -0.22
H -1.43 -0.80 -1.49 0.21
C -0.53 2.01 0.59 -0.10
O 0.34 0.67 -0.88 -0.67
O -0.46 -0.20 1.16 -0.52
H 2.33 -0.38 0.55 0.21
C -0.67 -1.42 -0.98 -0.66
C 0.19 -0.47 -0.11 0.52
H -1.40 1.16 2.21 0.25

Q: What are the energies relative to the best structure? A: P 0.0000; Q 0.1653, in hartree.

P | 73
Properties=species:S:1:pos:R:3:lowdin_charge:R:1 method="wB97M-V/def2-TZVPD" multiplicity=6 total_charge=+3
C -5.42 -3.44 2.37 0.04
C -4.65 -1.35 1.46 0.01
C -2.45 -1.26 0.20 -0.25
H 7.50 -1.13 1.81 0.11
O -0.44 -2.66 0.47 0.13
H -4.15 -5.16 2.12 0.13
C 6.57 -0.93 2.33 0.00
C -3.47 -1.99 1.03 -0.06
H -2.86 -4.18 -3.45 0.13
N 4.04 -0.18 2.96 0.18
H -2.40 -3.88 0.93 0.12
H 0.32 3.53 -3.78 0.13
C -3.04 -1.71 -1.14 -0.11
H 6.01 -0.61 -0.68 0.11
H 1.89 1.86 -3.41 0.14
C 1.26 1.63 -2.55 -0.17
N 5.48 -0.95 1.34 -0.11
H 1.12 1.04 3.52 0.09
C 1.43 3.30 -0.75 -0.37
H 3.73 -0.09 5.43 0.14
H -1.80 -3.47 -1.36 0.12
C 0.03 0.86 -3.00 -0.05
C -3.31 -3.40 1.26 0.05
N 3.30 -0.37 0.73 -0.03
H -4.46 -0.06 -1.22 0.12
H -4.79 -0.29 1.29 0.12
N 2.95 0.28 4.91 0.22
C -4.68 -1.36 -2.88 -0.02
H -3.26 0.80 0.31 0.16
Ir 1.47 0.66 0.85 1.57
C 1.33 4.73 -0.31 0.04
H 6.44 -1.71 3.08 0.11
C -4.10 -0.97 -1.69 0.00
C 0.19 3.88 -2.76 -0.16
H -1.43 4.14 -1.32 0.07
C 5.80 -1.44 -0.01 0.00
H 3.61 -0.63 -0.19 0.06
C 2.90 0.28 3.58 -0.44
C -2.61 -2.89 -1.77 0.02
N -0.29 -0.35 0.57 -0.05
H 0.29 5.03 -0.23 0.10
H 0.65 4.86 -2.70 0.12
H 2.60 2.95 0.76 0.07
H 2.20 0.68 5.45 0.14
C -4.24 -2.53 -3.51 0.00
C -1.29 3.94 -2.38 -0.04
H 4.79 -0.42 3.58 0.13
H -4.71 -2.86 -4.43 0.13
H -5.47 -0.78 -3.32 0.13
C -3.20 -3.28 -2.96 -0.02
C -0.95 -1.57 0.42 -0.38
H 6.66 0.05 2.80 0.11
N 1.87 0.74 2.91 -0.03
H 6.67 -2.07 0.06 0.11
C -1.21 0.66 0.54 -0.60
N 0.96 2.93 -1.91 -0.03
H 4.99 -2.05 -0.39 0.10
H 0.36 -0.07 -3.47 0.10
H 1.88 1.05 -1.86 0.08
H -6.50 -1.57 2.50 0.13
C -4.27 -4.10 1.93 -0.01
C -5.60 -2.05 2.13 0.01
H -6.20 -3.99 2.89 0.13
C 4.27 -0.50 1.62 -0.38
H -0.63 0.61 -2.18 0.06
H 1.79 4.86 0.67 0.10
H -1.77 4.73 -2.95 0.10
N 2.09 2.43 0.06 -0.09
H 1.82 5.39 -1.02 0.11
H -0.54 1.41 -3.75 0.08
N -2.46 0.19 0.37 0.19
H -1.80 3.00 -2.62 0.07
O -0.81 1.82 0.68 -0.01

Q | 73
Properties=species:S:1:pos:R:3:lowdin_charge:R:1 method="wB97M-V/def2-TZVPD" multiplicity=6 total_charge=+3
N -0.19 0.41 0.50 0.05
H -1.61 4.08 2.47 0.13
H -1.68 -0.76 4.11 0.11
C -5.09 0.72 3.13 -0.04
C -5.02 -0.31 4.06 -0.03
C -0.69 4.44 4.34 0.02
C -1.43 1.35 2.31 -0.23
H 0.63 -3.67 1.80 0.11
H 6.22 2.31 -4.60 0.10
C -1.97 -2.20 -2.55 -0.45
N 1.95 -0.64 -2.99 -0.05
H 0.12 0.65 4.49 0.12
C -0.01 3.89 5.45 0.08
H 3.79 2.77 -4.98 0.13
H 1.00 -2.25 0.05 0.06
H 3.70 -0.92 -5.52 0.12
H 1.16 1.76 -3.18 0.08
C -0.98 1.42 0.05 -0.58
H 2.38 1.43 -1.01 0.04
H -2.10 -4.02 -1.69 0.13
C -0.13 1.70 4.47 0.06
C -0.51 -3.17 -0.76 -0.39
H 0.70 -5.38 1.35 0.11
H 4.91 -0.77 -4.24 0.10
Ir 0.37 -0.20 -1.64 1.55
C 0.69 -4.37 0.96 0.00
C 0.27 2.51 5.50 0.01
H 1.95 -1.65 -3.06 0.06
H -5.93 -0.70 4.51 0.12
C 5.46 1.99 -3.89 -0.04
H -3.72 -1.63 5.13 0.12
H 1.98 3.14 -1.20 0.09
H -0.93 5.50 4.32 0.14
C -2.69 0.69 2.89 -0.12
N 3.08 1.21 -3.81 -0.05
C 4.14 1.80 -4.64 -0.16
H 2.23 3.09 -3.59 0.13
C -2.63 -0.33 3.84 -0.02
N -3.06 -2.52 -3.25 0.21
N -1.55 -3.18 -1.68 0.18
N 0.36 -2.19 -0.73 0.01
H 0.81 2.09 6.34 0.14
C -3.79 -0.83 4.41 -0.04
C -0.84 2.25 3.36 -0.02
C 3.86 -1.01 -4.44 0.03
H -1.38 -5.84 1.00 0.11
C 2.19 2.13 -3.09 -0.19
H -3.49 -3.43 -3.23 0.14
O 0.14 -0.58 2.56 0.10
H -1.80 -0.42 -3.31 0.09
H 0.32 4.53 6.26 0.14
N -1.36 -1.06 -2.66 0.00
C -0.36 0.23 1.83 -0.39
H 5.81 1.07 -3.43 0.08
H -4.03 2.03 1.84 0.11
H -3.43 -1.87 -3.93 0.14
C -1.08 3.64 3.30 0.04
H 1.63 -4.21 0.42 0.10
C 2.94 -0.10 -3.69 -0.36
H -2.32 2.76 0.87 0.16
H 3.63 2.57 -1.52 0.08
C -1.50 -5.25 0.10 -0.01
C 2.57 2.33 -1.62 -0.06
O -0.98 1.66 -1.18 -0.04
C -3.94 1.22 2.55 -0.02
N -1.67 2.01 1.03 0.18
H -2.50 -4.81 0.14 0.10
H 5.38 2.75 -3.12 0.08
N -0.46 -4.22 0.07 -0.12
H 3.69 -2.05 -4.16 0.10
H 4.29 1.19 -5.52 0.12
H -6.05 1.15 2.86 0.12
H -1.42 -5.93 -0.76 0.11

Q: What are the energies relative to the best structure? A: P 0.0000; Q 0.0120, in hartree.

P | 8
Properties=species:S:1:pos:R:3:nbo_charge:R:1 method="wB97M-V/def2-TZVPD" smiles=ClP1CC1 total_charge=0
Cl 0.04 -3.16 0.28 -0.29
H -0.47 0.54 -1.58 0.24
H 1.42 0.61 0.21 0.23
P 0.83 -1.68 -0.79 0.64
C 0.70 -0.16 0.38 -0.65
C -0.46 -0.14 -0.59 -0.63
H 0.52 -0.44 1.37 0.23
H -1.45 -0.14 -0.08 0.24

Q | 8
Properties=species:S:1:pos:R:3:nbo_charge:R:1 method="wB97M-V/def2-TZVPD" smiles="C/C=P/Cl" total_charge=0
P 1.60 0.76 0.04 0.64
H -1.83 -0.46 -0.36 0.22
H -1.35 0.30 1.19 0.24
C 0.24 -0.27 -0.19 -0.56
H -1.20 1.17 -0.51 0.23
H 0.52 -1.25 -0.32 0.21
Cl 3.17 -0.49 0.03 -0.30
C -1.16 0.25 0.11 -0.67

Q: What are the energies relative to the best structure? A: P 0.0027; Q 0.0000, in hartree.

P | 20
Properties=species:S:1:pos:R:3:nbo_charge:R:1 method="wB97M-V/def2-TZVPD" smiles="C=C(O)/C=C/C.O.O" total_charge=0
H -1.72 2.50 1.17 0.22
H 0.40 1.96 0.05 0.22
C 1.19 0.00 -0.49 0.27
H 0.74 -1.57 1.17 0.47
C -0.90 0.46 0.74 -0.14
O 1.02 -1.94 2.03 -0.95
H -1.71 1.40 2.48 0.23
H 1.57 -1.86 -0.75 0.51
H -2.90 1.16 1.09 0.22
C 0.23 0.87 0.18 -0.28
O 0.77 -1.29 -0.62 -0.72
C -1.84 1.44 1.36 -0.65
H 2.92 -0.03 -1.83 0.20
H 0.38 -2.66 2.06 0.46
H -1.31 -0.56 0.62 0.20
C 2.19 0.50 -1.22 -0.48
H -1.23 -0.95 -1.58 0.47
O -1.53 -0.68 -2.45 -0.94
H -0.76 -0.29 -2.87 0.47
H 2.47 1.53 -1.17 0.21

Q | 20
Properties=species:S:1:pos:R:3:nbo_charge:R:1 method="wB97M-V/def2-TZVPD" smiles="COC=O.C=CC.O" total_charge=0
O 1.35 -0.70 -0.23 -0.50
H 1.77 1.41 0.00 0.21
H 0.68 1.07 -1.46 0.20
H 2.48 -2.21 1.39 0.46
H -1.23 -1.06 1.33 0.25
H -0.12 -0.96 -1.66 0.14
C -1.00 0.91 0.65 -0.10
O 0.18 -2.58 -0.45 -0.62
C -1.40 -0.38 0.51 -0.47
H -2.25 2.62 0.56 0.24
C 0.26 -1.36 -0.70 0.65
C 1.49 0.74 -0.81 -0.28
H -0.82 2.75 -0.45 0.21
H 0.96 -2.74 0.83 0.49
H 2.37 0.57 -1.45 0.21
O 1.59 -2.41 1.69 -1.03
H -2.24 -0.61 -0.13 0.21
H -0.30 1.16 1.44 0.20
C -1.59 2.06 -0.10 -0.67
H -2.17 1.72 -0.95 0.22

Q: What are the energies relative to the best structure? A: P 0.0000; Q 0.0496, in hartree.

P | 28
Properties=species:S:1:pos:R:3:nbo_charge:R:1 method="wB97M-V/def2-TZVPD" smiles="CC1(C)CC(=O)[C@@](O)(c2cccs2)C1" total_charge=0
O 0.55 0.88 2.12 -0.68
H 0.90 2.82 0.11 0.22
C 1.13 0.32 -0.22 -0.40
H 2.05 0.93 0.02 0.23
H -0.88 -4.46 0.94 0.23
C -1.23 0.91 0.56 0.59
C 0.62 2.59 -0.91 -0.62
H 1.50 -0.63 -0.70 0.21
H 0.57 1.85 -3.26 0.21
H -0.59 -2.43 -0.38 0.22
C -0.43 -3.23 2.78 -0.43
C -0.51 -2.37 0.64 -0.27
C 0.29 1.16 -1.23 -0.02
H -0.43 -4.06 3.52 0.25
C -0.64 -3.53 1.50 -0.24
C 0.03 0.18 1.07 0.14
C 0.69 0.91 -2.71 -0.62
H -0.21 3.12 -1.05 0.20
H 0.15 0.54 2.89 0.47
H 0.14 0.27 -3.37 0.21
H -1.32 -0.14 -1.26 0.25
C -0.25 -1.27 1.36 -0.19
O -2.16 1.13 1.31 -0.51
C -1.22 0.89 -0.90 -0.53
S 0.00 -1.61 3.04 0.43
H -1.73 1.68 -1.45 0.24
H 1.34 2.99 -1.49 0.21
H 1.66 0.56 -2.91 0.22

Q | 28
Properties=species:S:1:pos:R:3:nbo_charge:R:1 method="wB97M-V/def2-TZVPD" total_charge=0
H -2.90 0.48 -0.40 0.24
H 2.43 0.58 0.62 0.22
C 1.39 -1.11 0.01 -0.22
C 0.35 2.39 -0.24 -0.60
C -2.81 1.03 -1.30 -0.77
C 0.17 0.92 0.17 -0.34
C 1.44 0.23 0.77 -0.19
H 2.22 -0.41 2.57 0.20
H 0.84 0.57 2.91 0.22
O -1.51 -3.22 -0.01 -0.46
C -0.56 -2.56 0.20 0.79
C 1.18 -0.21 2.27 -0.45
H -0.01 -1.98 3.11 0.22
C 0.26 -1.34 2.16 -0.18
O 0.33 -2.00 -1.86 -0.70
C -0.28 0.09 -1.03 -0.11
H -0.27 -1.81 -2.65 0.50
H 1.65 -0.22 -1.91 0.17
C 0.86 -0.84 -1.34 0.02
H 2.39 -1.65 0.08 0.22
H -3.65 0.80 -1.95 0.24
H -0.80 2.82 -0.38 0.20
H 0.95 2.63 -1.12 0.21
C 0.40 -1.87 0.85 -0.36
H -2.96 2.02 -0.85 0.22
H 0.86 2.94 0.64 0.21
H -0.66 0.89 0.91 0.22
S -1.30 0.81 -2.22 0.27

Q: What are the energies relative to the best structure? A: P 0.0000; Q 0.1030, in hartree.